The following is a DFT calculation (ωB97M-V with the def2-TZVPD basis set) of C37H33F6N7O2S3SbSr as an isolated structure.

The geometry in ORCA input format:
```
! wB97M-V def2-TZVPD RIJCOSX def2/J DEFGRID3
* xyz 0 2
Sr -0.020 -0.709 -0.239
N -1.070 -0.863 4.654
C -0.673 -0.544 3.415
S -1.756 -0.173 2.207
N 0.713 -0.431 3.361
N 1.259 -0.554 2.186
C 2.504 -0.117 2.100
C 3.163 0.666 3.167
C 3.516 1.985 2.893
C 4.153 2.730 3.875
C 4.458 2.161 5.103
C 4.116 0.840 5.363
C 3.457 0.093 4.401
C 3.261 -0.402 0.870
C 4.649 -0.301 0.880
C 5.355 -0.636 -0.266
C 4.657 -1.054 -1.381
C 3.269 -1.111 -1.309
N 2.587 -0.791 -0.222
H -2.052 -0.917 4.858
H -0.386 -0.974 5.383
H 3.286 2.411 1.920
H 4.419 3.760 3.672
H 4.965 2.746 5.860
H 4.359 0.393 6.319
H 3.178 -0.934 4.598
H 5.160 0.032 1.772
H 6.435 -0.570 -0.280
H 5.161 -1.334 -2.295
H 2.685 -1.427 -2.166
O 2.652 2.730 -0.271
C 1.594 2.142 -0.514
O 0.806 1.569 0.291
C 1.176 2.070 -1.983
C 1.417 3.141 -2.838
C 0.994 3.054 -4.149
C 0.375 1.885 -4.580
C 0.201 0.859 -3.668
N 0.575 0.950 -2.390
H 1.936 4.007 -2.449
H 1.154 3.875 -4.838
H 0.052 1.771 -5.606
H -0.259 -0.081 -3.960
S -2.119 1.811 -0.737
C -3.319 1.509 -1.823
N -4.301 2.374 -2.121
C -5.253 2.087 -3.182
C -4.519 1.450 -4.332
N -3.827 0.256 -3.849
C -3.813 -0.914 -4.736
C -3.640 -0.520 -6.180
C -2.492 0.157 -6.581
C -2.321 0.533 -7.903
C -3.296 0.227 -8.844
C -4.437 -0.455 -8.455
C -4.609 -0.824 -7.127
C -3.315 0.206 -2.612
S -2.728 -1.189 -1.936
C -4.382 3.701 -1.517
C -3.890 4.760 -2.475
C -4.729 5.782 -2.895
C -4.280 6.742 -3.795
C -2.985 6.678 -4.284
C -2.141 5.655 -3.869
C -2.586 4.702 -2.969
H -5.696 3.027 -3.507
H -6.051 1.434 -2.817
H -3.809 2.161 -4.767
H -5.215 1.152 -5.114
H -4.739 -1.479 -4.597
H -2.999 -1.558 -4.405
H -1.734 0.391 -5.844
H -1.423 1.059 -8.204
H -3.162 0.518 -9.878
H -5.199 -0.700 -9.185
H -5.504 -1.355 -6.824
H -3.788 3.684 -0.606
H -5.425 3.888 -1.251
H -5.744 5.834 -2.514
H -4.943 7.536 -4.112
H -2.632 7.424 -4.984
H -1.125 5.605 -4.241
H -1.920 3.912 -2.637
F -0.826 -3.125 0.486
Sb 0.338 -4.302 -0.499
F 0.465 -2.739 -1.676
F 1.768 -3.542 0.492
F 1.557 -5.232 -1.585
F 0.174 -5.659 0.782
F -1.123 -4.929 -1.491
*
```

## Properties
Gap between HOMO and LUMO (alpha / beta): 7.68 / 6.14 eV
Highest occupied orbital energy (alpha / beta): -8.32 / -8.38 eV
E_LUMO (alpha / beta): -0.64 / -2.24 eV
DFT total energy: -109622.9361 eV
Strongest force on any atom: 0.7 eV Å⁻¹

=====

The following is a DFT calculation (ωB97M-V with the def2-TZVPD basis set) of C37H33FMoN6O5S as an isolated structure.

The geometry in ORCA input format:
```
! wB97M-V def2-TZVPD RIJCOSX def2/J DEFGRID3
* xyz 0 3
Mo -0.435 1.792 -0.625
N -4.545 1.170 -1.195
C -3.299 1.644 -1.258
O -2.567 1.593 -0.247
C -2.771 2.239 -2.526
C -1.420 2.905 -2.245
H -4.799 0.610 -0.398
H -5.094 1.092 -2.032
H -3.520 2.935 -2.920
H -2.695 1.426 -3.254
H -1.570 3.957 -2.034
H -0.765 2.832 -3.113
C -3.185 -3.985 3.632
O -1.950 -3.899 2.950
C -0.946 -3.213 3.555
C 0.242 -3.111 2.828
C 1.316 -2.422 3.343
C 1.224 -1.819 4.602
C 0.069 -1.981 5.345
C -1.032 -2.652 4.822
N 2.297 -1.120 5.262
N 2.958 -0.221 4.719
C 2.594 0.293 3.428
C 3.508 0.208 2.412
C 3.188 0.580 1.097
C 1.943 1.091 0.785
O 1.582 1.423 -0.436
C 1.021 1.266 1.866
N -0.200 1.783 1.543
C -1.085 2.022 2.478
C -0.822 1.753 3.831
C 0.371 1.186 4.179
C 1.337 0.905 3.187
H -3.857 -4.527 2.973
H -3.596 -2.992 3.833
H -3.085 -4.532 4.573
H 0.292 -3.569 1.848
H 2.225 -2.353 2.764
H 0.026 -1.563 6.343
H -1.928 -2.742 5.417
H 4.481 -0.215 2.629
H 3.918 0.472 0.305
H -2.033 2.431 2.153
H -1.571 1.987 4.574
H 0.590 0.956 5.214
C 3.442 -5.093 -2.654
C 2.375 -4.085 -2.329
C 2.707 -2.765 -2.030
C 1.727 -1.829 -1.749
C 0.397 -2.227 -1.770
C 0.036 -3.532 -2.064
C 1.031 -4.455 -2.340
S -0.821 -1.023 -1.377
O -2.118 -1.627 -1.545
O -0.522 -0.496 -0.032
N -0.540 0.261 -2.259
C -0.429 0.192 -3.651
C -1.148 -0.734 -4.419
C -0.952 -0.751 -5.787
C -0.078 0.159 -6.361
C 0.564 1.051 -5.519
N 0.410 1.070 -4.199
H 4.426 -4.739 -2.353
H 3.471 -5.290 -3.728
H 3.251 -6.042 -2.153
H 3.749 -2.468 -2.017
H 1.978 -0.799 -1.517
H -1.010 -3.809 -2.068
H 0.762 -5.479 -2.567
H -1.842 -1.413 -3.943
H -1.488 -1.466 -6.399
H 0.101 0.183 -7.427
H 1.250 1.789 -5.922
F 0.747 7.733 1.130
C 0.482 6.471 0.711
C 1.513 5.688 0.242
C 1.228 4.391 -0.179
C -0.070 3.875 -0.157
C -1.076 4.721 0.319
C -0.818 6.010 0.763
H 2.519 6.085 0.212
H 2.043 3.775 -0.538
H -2.107 4.374 0.341
H -1.603 6.657 1.133
*
```

## Properties
Gap between HOMO and LUMO (alpha / beta): 7.04 / 7.21 eV
Highest occupied orbital energy (alpha / beta): -7.19 / -7.46 eV
E_LUMO (alpha / beta): -0.14 / -0.25 eV
DFT total energy: -73490.6629 eV
Strongest force on any atom: 0.6 eV Å⁻¹

=====

The following is a DFT calculation (ωB97M-V with the def2-TZVPD basis set) of C37H33FN4O13P2PtSSeSi as an isolated structure at a distorted geometry.

The geometry in ORCA input format:
```
! wB97M-V def2-TZVPD RIJCOSX def2/J DEFGRID3
* xyz 0 1
Pt -0.679 1.019 -0.304
O -2.119 4.853 0.035
P -2.375 3.578 0.913
O -2.892 3.872 2.236
O -1.141 2.641 0.785
O -3.550 2.771 0.027
P -3.225 1.443 -0.726
O -4.541 1.161 -1.528
O -2.793 0.319 0.206
O -2.048 1.621 -1.715
H -1.411 4.691 -0.618
H -5.237 1.811 -1.371
O 0.232 0.372 1.237
Si 1.219 0.551 2.547
C 3.014 0.564 2.011
C 4.055 0.311 2.907
C 5.381 0.357 2.499
C 5.694 0.667 1.182
C 4.675 0.931 0.278
C 3.350 0.885 0.693
C 1.100 2.077 3.632
C 0.781 3.349 3.145
C 0.690 4.441 3.997
C 0.943 4.287 5.352
C 1.280 3.038 5.853
C 1.356 1.945 5.001
C 0.697 -0.856 3.650
C -0.592 -0.784 4.192
C -1.119 -1.842 4.916
C -0.368 -2.997 5.103
C 0.910 -3.086 4.572
C 1.439 -2.018 3.856
H 3.830 0.082 3.944
H 6.173 0.163 3.211
H 6.729 0.711 0.866
H 4.918 1.185 -0.748
H 2.559 1.109 -0.014
H 0.574 3.486 2.093
H 0.412 5.410 3.601
H 0.883 5.139 6.018
H 1.473 2.912 6.912
H 1.602 0.972 5.415
H -1.193 0.107 4.033
H -2.117 -1.771 5.331
H -0.783 -3.829 5.658
H 1.494 -3.987 4.711
H 2.437 -2.099 3.441
Se 2.429 -0.533 -2.477
N -0.004 -0.620 -1.320
C -0.542 -1.239 -2.336
C -1.972 -1.334 -2.467
C -2.507 -2.090 -3.439
C -1.690 -2.823 -4.389
C -0.355 -2.724 -4.360
C 0.294 -1.879 -3.371
N 1.551 -1.644 -3.465
H -2.592 -0.844 -1.735
H -3.585 -2.157 -3.514
H -2.171 -3.433 -5.142
H 0.277 -3.230 -5.077
F -3.861 2.135 -4.964
C -2.560 1.831 -4.990
C -1.664 2.595 -4.371
N -0.308 2.310 -4.393
C 0.604 3.140 -3.620
C 0.326 3.013 -2.123
O -0.085 3.980 -1.530
O 0.569 1.815 -1.633
C 0.180 1.187 -5.031
O 1.354 0.886 -5.048
N -0.781 0.446 -5.689
C -2.166 0.627 -5.710
O -2.896 -0.151 -6.275
H -1.964 3.470 -3.811
H 0.447 4.185 -3.872
H 1.619 2.833 -3.863
H -0.440 -0.383 -6.154
C 2.215 -4.002 -0.560
S 1.326 -3.152 0.746
O 1.306 -0.901 -1.036
C -0.357 -3.459 0.333
C -1.315 -2.807 1.114
C -2.662 -2.996 0.861
C -3.079 -3.834 -0.169
C -2.129 -4.475 -0.948
C -0.771 -4.292 -0.705
H 2.107 -5.082 -0.475
H 3.261 -3.732 -0.425
H 1.888 -3.665 -1.544
H -0.995 -2.150 1.917
H -3.391 -2.471 1.467
H -4.134 -3.986 -0.358
H -2.440 -5.125 -1.757
H -0.051 -4.805 -1.327
*
```

## Properties
Gap between HOMO and LUMO: 5.19 eV
Highest occupied orbital energy: -7.91 eV
E_LUMO: -2.72 eV
DFT total energy: -180088.5769 eV
Strongest force on any atom: 1.8 eV Å⁻¹

=====

The following is a DFT calculation (ωB97M-V with the def2-TZVPD basis set) of C37H33IrN3P2S as an isolated structure at a distorted geometry.

The geometry in ORCA input format:
```
! wB97M-V def2-TZVPD RIJCOSX def2/J DEFGRID3
* xyz 3 1
Ir 0.337 0.156 0.093
N -0.414 1.926 3.766
C -0.881 3.067 3.127
C -1.483 4.216 3.619
C -1.810 5.187 2.693
C -1.535 5.016 1.328
C -0.937 3.872 0.843
C -0.628 2.869 1.760
N -0.028 1.624 1.615
C 0.086 1.104 2.840
C 0.683 -0.196 3.035
C 1.125 -0.807 4.167
S 1.795 -2.334 3.796
C 1.469 -2.089 2.149
N 0.891 -0.945 1.894
H -0.428 1.775 4.764
H -1.680 4.341 4.675
H -2.265 6.107 3.032
H -1.785 5.817 0.644
H -0.687 3.773 -0.203
H 1.099 -0.436 5.181
H 1.714 -2.812 1.381
C -0.423 -2.489 -2.303
C 0.772 -1.693 -2.832
P 1.753 -0.765 -1.580
C 2.924 -1.930 -0.853
C 4.046 -1.398 -0.209
C 4.946 -2.242 0.420
C 4.722 -3.614 0.428
C 3.613 -4.146 -0.221
C 2.708 -3.309 -0.855
C 2.705 0.421 -2.539
C 2.533 1.786 -2.297
C 3.189 2.715 -3.088
C 4.020 2.278 -4.111
C 4.199 0.918 -4.342
C 3.552 -0.018 -3.556
C -1.694 -1.653 -2.145
P -1.782 -0.651 -0.613
C -2.908 0.699 -0.943
C -4.260 0.631 -0.609
C -5.086 1.691 -0.945
C -4.567 2.808 -1.590
C -3.218 2.877 -1.916
C -2.386 1.820 -1.596
C -2.363 -1.626 0.767
C -2.242 -3.018 0.796
C -2.492 -3.702 1.973
C -2.861 -3.007 3.120
C -3.017 -1.624 3.085
C -2.747 -0.928 1.921
H -0.176 -2.971 -1.353
H -0.635 -3.283 -3.019
H 0.449 -0.957 -3.572
H 1.473 -2.365 -3.331
H 4.224 -0.328 -0.221
H 5.832 -1.840 0.894
H 5.417 -4.273 0.931
H 3.467 -5.218 -0.249
H 1.858 -3.739 -1.371
H 1.888 2.110 -1.483
H 3.063 3.774 -2.910
H 4.539 3.002 -4.723
H 4.855 0.590 -5.138
H 3.705 -1.078 -3.727
H -2.579 -2.295 -2.131
H -1.810 -0.959 -2.979
H -4.661 -0.245 -0.115
H -6.140 1.643 -0.710
H -5.222 3.629 -1.850
H -2.829 3.749 -2.425
H -1.333 1.834 -1.875
H -1.996 -3.569 -0.103
H -2.403 -4.779 2.000
H -3.042 -3.548 4.039
H -3.365 -1.100 3.966
H -2.855 0.152 1.889
*
```

## Properties
Gap between HOMO and LUMO: 5.52 eV
Highest occupied orbital energy: -16.62 eV
E_LUMO: -11.10 eV
DFT total energy: -75603.5058 eV
Strongest force on any atom: 2.3 eV Å⁻¹